{
  "formula": "C9H15N3O6",
  "method": "wB97M-V/def2-TZVPD",
  "species": ["C", "C", "C", "C", "C", "C", "C", "C", "C", "H", "H", "H", "H", "H", "H", "H", "H", "H", "H", "H", "H", "H", "H", "H", "N", "N", "N", "O", "O", "O", "O", "O", "O"],
  "xyz": [[0.349, 0.809, -1.380], [-0.527, -0.426, -0.871], [1.295, 0.186, -2.346], [2.321, 1.220, -2.820], [3.589, 0.636, -3.571], [-1.901, -0.957, 1.120], [-2.935, -0.022, 1.629], [-1.563, -1.845, 2.450], [-0.762, -0.901, 3.440], [1.840, 1.216, 0.024], [0.691, 2.622, -0.547], [-0.322, 1.491, -1.811], [1.908, -0.589, -1.938], [0.627, -0.134, -3.160], [2.118, 2.328, -3.380], [2.755, 1.675, -1.848], [2.405, 0.922, -5.650], [4.043, 0.197, -5.580], [-0.386, 0.569, 0.764], [-2.093, -1.639, 0.212], [-2.500, -2.170, 2.973], [-1.024, -2.819, 2.060], [0.211, -2.418, 4.673], [-3.652, 1.682, 1.580], [0.791, 1.539, -0.311], [3.722, 1.063, -4.945], [-0.762, -0.332, 0.549], [-1.075, -1.176, -1.605], [4.438, -0.050, -2.870], [-3.659, -0.321, 2.476], [-0.703, 0.237, 3.703], [-0.101, -1.434, 4.558], [-2.909, 1.366, 1.072]],
  "nbo_charge": [-0.14, 0.70, -0.43, -0.51, 0.66, -0.19, 0.80, -0.51, 0.79, 0.38, 0.40, 0.21, 0.23, 0.24, 0.23, 0.23, 0.34, 0.40, 0.44, 0.29, 0.28, 0.25, 0.47, 0.48, -0.85, -0.80, -0.67, -0.60, -0.58, -0.55, -0.53, -0.74, -0.72],
  "fmax_ev_per_a": 6.55,
  "gap_ev": 8.98,
  "e_homo_ev": -9.4,
  "total_energy_ev": -26326.259,
  "e_lumo_ev": -0.446
}

---

{
  "formula": "C9H12N3O3PV",
  "method": "wB97M-V/def2-TZVPD",
  "species": ["O", "C", "V", "C", "C", "O", "O", "C", "N", "C", "N", "C", "N", "C", "P", "C", "C", "H", "H", "H", "H", "H", "H", "H", "H", "H", "H", "H", "H"],
  "xyz": [[0.005, 2.675, -3.715], [0.011, 1.593, -3.270], [0.021, -0.215, -2.710], [1.561, -1.048, -3.378], [-1.526, -1.043, -3.364], [2.511, -1.535, -3.853], [-2.487, -1.524, -3.831], [1.214, -0.126, 2.249], [1.149, 1.005, 1.290], [-0.145, 1.706, 1.403], [-1.303, 0.797, 1.293], [-1.174, -0.329, 2.250], [0.092, -1.078, 2.076], [0.153, -1.808, 0.787], [0.049, -0.593, -0.580], [1.436, 0.564, -0.066], [-1.511, 0.314, -0.064], [1.152, 0.286, 3.268], [2.159, -0.656, 2.084], [-0.212, 2.481, 0.625], [-0.184, 2.180, 2.397], [-2.016, -1.010, 2.087], [-1.181, 0.087, 3.270], [1.095, -2.370, 0.703], [-0.681, -2.521, 0.704], [1.541, 1.420, -0.753], [2.385, 0.004, -0.075], [-2.354, -0.396, -0.075], [-1.756, 1.141, -0.751]],
  "mulliken_spin": [0.14, -0.07, 2.89, -0.09, -0.09, 0.19, 0.19, 0.00, -0.02, 0.00, -0.02, 0.00, 0.02, 0.03, -0.18, -0.01, 0.00, 0.00, 0.00, 0.00, 0.00, 0.00, 0.00, 0.00, -0.01, 0.01, 0.00, 0.00, 0.01],
  "fmax_ev_per_a": 10.36,
  "gap_ev": [5.43, 5.58],
  "multiplicity": 4,
  "e_homo_ev": [-15.9, -15.9],
  "total_energy_ev": -55095.352,
  "charge": 2,
  "e_lumo_ev": [-10.430, -10.356]
}

---

{
  "formula": "C18H51Li2O13",
  "method": "wB97M-V/def2-TZVPD",
  "species": ["Li", "Li", "C", "C", "O", "H", "H", "H", "H", "H", "C", "C", "C", "O", "H", "H", "H", "H", "H", "H", "H", "H", "C", "C", "C", "O", "H", "H", "H", "H", "H", "H", "H", "H", "C", "C", "O", "O", "H", "H", "H", "H", "H", "H", "C", "C", "O", "O", "H", "H", "H", "H", "H", "H", "C", "C", "O", "O", "H", "H", "H", "H", "H", "H", "C", "C", "O", "O", "H", "H", "H", "H", "H", "H", "C", "C", "O", "O", "H", "H", "H", "H", "H", "H"],
  "xyz": [[2.795, -1.548, 0.443], [3.154, 1.316, 0.525], [0.164, -0.991, -0.258], [1.124, 0.086, 0.428], [2.524, 0.093, 0.252], [-0.813, -0.582, -0.518], [-0.107, -1.857, 0.345], [0.684, -1.350, -1.146], [0.850, -0.033, 1.476], [0.808, 1.083, 0.121], [1.224, 1.661, 3.186], [0.544, 0.378, 3.758], [-0.886, 0.254, 3.312], [1.261, -0.772, 3.341], [0.641, 2.534, 3.481], [1.409, 1.657, 2.112], [2.188, 1.606, 3.691], [0.603, 0.313, 4.844], [-1.318, -0.638, 3.765], [-0.984, 0.282, 2.227], [-1.413, 1.146, 3.653], [1.382, -0.712, 2.390], [-2.501, 2.943, 1.616], [-1.208, 3.547, 2.065], [-0.163, 3.500, 0.973], [-1.372, 4.921, 2.319], [-2.390, 1.889, 1.358], [-2.818, 3.380, 0.670], [-3.271, 3.150, 2.359], [-0.820, 3.142, 2.999], [-0.649, 3.896, 0.081], [0.298, 2.516, 0.895], [0.648, 4.185, 1.218], [-2.088, 4.931, 2.959], [0.298, 2.337, -2.134], [-0.049, 3.715, -2.854], [-0.503, 4.686, -1.914], [1.447, 2.509, -1.196], [0.537, 1.513, -2.806], [-0.569, 2.018, -1.556], [-0.793, 3.470, -3.612], [0.803, 4.089, -3.421], [0.316, 4.837, -1.437], [1.527, 1.613, -0.861], [-3.201, -0.524, -0.805], [-3.350, 0.975, -1.089], [-2.041, 1.548, -1.192], [-2.950, -1.329, -1.956], [-4.172, -0.763, -0.371], [-2.359, -0.665, -0.127], [-3.919, 1.517, -0.333], [-3.897, 1.141, -2.017], [-2.113, 2.500, -1.291], [-2.738, -2.215, -1.654], [-2.083, -4.622, 0.314], [-2.411, -3.784, -0.904], [-1.900, -2.451, -0.812], [-0.692, -4.666, 0.629], [-2.423, -5.655, 0.241], [-2.519, -4.150, 1.194], [-3.486, -3.681, -1.056], [-2.085, -4.221, -1.848], [-1.108, -2.666, -0.313], [-0.198, -5.145, -0.041], [2.185, -3.634, 1.013], [1.970, -3.662, -0.459], [2.598, -2.533, -1.067], [1.718, -2.369, 1.544], [3.260, -3.623, 1.193], [1.840, -4.497, 1.583], [0.910, -3.613, -0.709], [2.482, -4.548, -0.834], [2.476, -2.602, -2.016], [0.957, -2.572, 2.094], [1.986, -0.050, -2.697], [3.387, -0.542, -2.204], [4.424, -0.448, -3.177], [1.522, -0.980, -3.691], [2.082, 0.978, -3.045], [1.274, -0.041, -1.871], [3.309, -1.588, -1.907], [3.572, 0.031, -1.296], [4.285, -1.043, -3.918], [0.892, -0.522, -4.253]],
  "lowdin_charge": [0.65, 0.67, -0.01, -0.34, -0.45, 0.07, 0.07, 0.08, 0.04, 0.07, -0.01, -0.42, -0.03, -0.07, 0.08, 0.04, 0.09, 0.15, 0.10, 0.07, 0.08, 0.00, -0.04, -0.51, -0.04, -0.02, 0.06, 0.09, 0.10, 0.09, 0.07, 0.04, 0.11, 0.09, -0.15, -0.19, -0.06, -0.12, 0.08, 0.05, 0.12, 0.12, 0.08, -0.02, -0.21, -0.17, -0.12, -0.07, 0.13, 0.09, 0.11, 0.13, 0.08, -0.08, -0.18, -0.15, -0.18, -0.07, 0.13, 0.14, 0.15, 0.14, 0.06, 0.09, -0.16, -0.18, -0.16, -0.16, 0.14, 0.15, 0.11, 0.15, 0.12, 0.12, -0.23, -0.21, -0.03, -0.03, 0.12, 0.06, 0.05, 0.09, 0.09, 0.10],
  "fmax_ev_per_a": 10.75,
  "gap_ev": 8.65,
  "e_homo_ev": -11.5,
  "total_energy_ev": -46504.518,
  "charge": 1,
  "e_lumo_ev": -2.858
}